Record 1
Entry from the Open Molecules 2025 dataset: the molecule C5H11N3O in a non-equilibrium geometry (ωB97M-V/def2-TZVPD).

Values from the calculation:
Energy above the lowest of the compared OMol25 structures with the same formula, charge and spin = 5.988 eV
Kohn-Sham gap = 9.214 eV
Molecular weight = 129.2 g mol⁻¹
SMILES = CC/N=C\N=C(\C)NO

Geometry (Å):
1 C -2.23961 0.16559 1.16870
2 C -2.35319 -0.58340 -0.22594
3 N -1.75146 0.21003 -1.34057
4 C -0.44152 0.05728 -1.56498
5 N 0.47638 -0.66453 -0.92246
6 C 1.48354 -0.28493 -0.29870
7 C 2.52834 -1.24939 0.28567
8 N 1.74416 1.11311 -0.12603
9 O 0.66299 1.97952 -0.05341
10 H -1.32083 0.82656 1.43535
11 H -2.26330 -0.48828 2.27594
12 H -3.04587 0.92222 1.13166
13 H -1.87721 -1.67647 -0.14231
14 H -3.54582 -0.56567 -0.28069
15 H 0.03029 0.64735 -2.31665
16 H 2.64392 -2.15918 -0.53186
17 H 2.28151 -1.42051 1.49354
18 H 3.61018 -0.61829 0.28766
19 H 2.60656 1.35862 0.56182
20 H 0.77094 2.43036 -0.83675

Record 2
Entry from the Open Molecules 2025 dataset: the molecule C5H11N3O in a non-equilibrium geometry (ωB97M-V/def2-TZVPD).

Values from the calculation:
Energy above the lowest of the compared OMol25 structures with the same formula, charge and spin = 2.345 eV
Kohn-Sham gap = 9.302 eV
Molecular weight = 129.2 g mol⁻¹
SMILES = [H]/N=C(\O)[C@H](C)[C@H](N)/C=N/[H]

Geometry (Å):
1 H 0.85009 1.83066 -2.32491
2 N 0.18681 1.24655 -1.82793
3 C 0.72189 0.25686 -1.19505
4 O 1.99211 -0.03548 -1.09124
5 C -0.28868 -0.63971 -0.47927
6 C -1.61803 -0.50222 -1.19839
7 C -0.43901 -0.16892 1.00876
8 N -0.94315 1.18011 1.21498
9 C 0.81404 -0.32539 1.80678
10 N 1.87001 -0.88815 1.35364
11 H 2.66118 -0.92915 1.98808
12 H 2.17150 -0.55695 -0.05687
13 H 0.12932 -1.65256 -0.45448
14 H -1.37296 0.68551 -1.71618
15 H -1.60387 -1.05248 -2.13617
16 H -2.44484 -0.89857 -0.61311
17 H -1.17746 -0.85364 1.45567
18 H -0.42233 1.82914 0.63143
19 H -1.90108 1.23836 0.89123
20 H 0.81446 0.23603 2.74302

Record 3
Entry from the Open Molecules 2025 dataset: a cluster of 2 separate species, C5H11N3O in total in a non-equilibrium geometry (ωB97M-V/def2-TZVPD).

Values from the calculation:
Energy above the lowest of the compared OMol25 structures with the same formula, charge and spin = 3.439 eV
Kohn-Sham gap = 8.371 eV
Molecular weight = 129.2 g mol⁻¹
SMILES = [H]/N=C(N)/C=N/[H].CCC=O

Geometry (Å):
1 H 2.62472 -2.67026 0.33353
2 N 2.25444 -1.73046 0.43398
3 C 1.55699 -1.36262 -0.56300
4 N 0.88067 -2.02789 -1.48854
5 C 1.21636 0.19562 -0.46831
6 N 0.93203 0.77288 -1.55841
7 H 1.03260 1.78763 -1.52939
8 H 1.26740 -2.54205 -2.27443
9 H -0.26197 -1.60526 -1.51304
10 H 1.65817 0.65896 0.41928
11 C -1.08511 1.73459 1.59096
12 C -1.70338 0.97172 0.42477
13 C -1.08826 -0.37458 0.17894
14 O -1.40105 -1.03475 -0.83342
15 H -1.63644 2.65548 1.76804
16 H -0.04568 1.98472 1.38936
17 H -1.12338 1.14244 2.50549
18 H -1.67201 1.54330 -0.50415
19 H -2.76208 0.77572 0.63659
20 H -0.64401 -0.87519 1.05174

Record 4
Entry from the Open Molecules 2025 dataset: a cluster of 2 separate species, C5H11N3O in total in a non-equilibrium geometry (ωB97M-V/def2-TZVPD).

Values from the calculation:
Energy above the lowest of the compared OMol25 structures with the same formula, charge and spin = 3.745 eV
Kohn-Sham gap = 8.378 eV
Molecular weight = 129.2 g mol⁻¹
SMILES = [H]/N=C/[C@@](C)(N)O.C=C=N

Geometry (Å):
1 H 1.92407 2.02124 -0.19770
2 N 1.11416 1.46417 -0.47487
3 C 0.68193 0.68878 0.42448
4 C -1.02950 0.29522 0.42474
5 C -1.66783 1.56907 0.96396
6 N -1.48187 -0.01245 -0.88440
7 O -1.18195 -0.72162 1.31096
8 H 1.04833 0.66694 1.46192
9 H -1.20492 1.84845 1.90706
10 H -2.72565 1.36854 1.12781
11 H -1.56052 2.38022 0.24831
12 H -1.24738 0.72625 -1.53668
13 H -1.08807 -0.88367 -1.22140
14 H -0.54735 -1.48313 1.06256
15 C 1.66662 -1.29530 -1.64085
16 C 1.31746 -1.45766 -0.39099
17 N 0.87208 -2.17465 0.54464
18 H 1.87667 -0.31780 -2.03807
19 H 1.69677 -2.14401 -2.30908
20 H 1.53694 -2.53858 1.21758

Record 5
Entry from the Open Molecules 2025 dataset: a structure of composition C5H11N3O in a non-equilibrium geometry (ωB97M-V/def2-TZVPD).

Values from the calculation:
Energy above the lowest of the compared OMol25 structures with the same formula, charge and spin = 7.499 eV
Kohn-Sham gap = 9.397 eV
Molecular weight = 129.2 g mol⁻¹

Geometry (Å):
1 C 0.96087 -0.63638 0.64061
2 C 1.34370 0.09377 -0.56907
3 C -0.75306 -0.07194 -1.65439
4 C -1.46845 -0.41890 -0.44234
5 C -1.74700 0.89868 0.38715
6 H 2.43057 -0.32301 -0.56309
7 H 1.50646 1.14479 -0.79444
8 H 1.25259 0.18815 -2.57404
9 H -1.30259 1.15016 -1.83838
10 H -1.35893 -0.91693 -2.42296
11 H -0.91797 -1.09591 0.47009
12 H -2.63195 -0.78486 -0.75345
13 H -2.45110 0.84811 1.34960
14 H -1.88989 1.84304 -0.35021
15 H -0.18894 2.38073 1.00759
16 H 0.03816 0.01777 2.53644
17 N 0.64184 -0.39721 -1.76180
18 N -0.39981 1.31349 0.84838
19 N 0.40505 0.52554 1.68171
20 O 1.37095 -1.71702 1.04790

Record 6
Entry from the Open Molecules 2025 dataset: a cluster of 2 separate species, C5H11N3O in total (ωB97M-V/def2-TZVPD).

Values from the calculation:
Energy above the lowest of the compared OMol25 structures with the same formula, charge and spin = 5.717 eV
Kohn-Sham gap = 8.483 eV
Molecular weight = 129.2 g mol⁻¹

Geometry (Å):
1 C 0.67382 -0.55535 0.94266
2 C 1.68111 -1.53154 0.36526
3 C 0.84744 1.01884 -0.43228
4 N 1.85652 1.26458 -0.98714
5 H -0.11384 -1.09583 1.46977
6 H 1.11735 0.10793 1.68976
7 H 2.10520 -2.16781 1.14897
8 H 2.50210 -1.01098 -0.12965
9 H 1.21716 -2.19779 -0.36813
10 C -1.22168 -0.87664 -1.24934
11 N -0.51231 1.46702 -0.38591
12 C -1.24256 0.00807 -0.04077
13 N -0.79206 2.42961 0.65223
14 O -2.11839 0.09118 0.78054
15 H -0.80213 1.88526 -1.27803
16 H 0.04531 2.49737 1.22233
17 H -1.52287 1.98171 1.21483
18 H -2.09722 -0.63648 -1.86119
19 H -1.31114 -1.91042 -0.91918
20 H -0.31183 -0.76871 -1.83475